# 1
# C42H111NO14

A cluster of 13 separate species, C42H111NO14 in total (ωB97M-V with the def2-TZVPD basis set, the Open Molecules 2025 dataset).

Summary:
Charge: 0
E_HOMO, eV: -9.45
Kohn-Sham gap, Eh: 0.35341
Energy relative to the best compared isomer or geometry (same formula, charge and spin), eV: 0.000
Multiplicity: 1

Positions of all 168 atoms, in Å:
C1 -5.27 -9.54 14.63
O1 -5.64 -8.18 14.67
C2 -4.58 -7.33 15.05
C3 -4.37 -7.37 16.58
N1 -3.39 -6.33 16.92
C4 -3.32 -6.23 18.39
C5 -2.22 -5.28 18.79
O2 -1.03 -5.88 18.35
C6 0.16 -5.21 18.75
H1 -6.18 -10.08 14.39
H2 -4.93 -9.98 15.57
H3 -4.48 -9.62 13.88
H4 -4.85 -6.31 14.77
H5 -3.65 -7.52 14.50
H6 -4.00 -8.38 16.76
H7 -5.36 -7.16 16.99
H8 -2.47 -6.71 16.71
H9 -3.02 -7.21 18.81
H10 -4.29 -5.98 18.82
H11 -2.23 -5.14 19.88
H12 -2.37 -4.32 18.27
H13 0.20 -4.96 19.82
H14 0.14 -4.35 18.08
H15 1.02 -5.86 18.62
C7 -10.41 -8.83 19.88
C8 -8.89 -8.90 20.03
C9 -8.08 -8.45 18.84
O3 -8.53 -8.02 21.13
H16 -10.94 -9.04 20.81
H17 -10.73 -9.57 19.14
H18 -10.71 -7.85 19.50
H19 -8.60 -9.92 20.31
H20 -8.46 -9.02 17.99
H21 -7.03 -8.61 19.07
H22 -8.16 -7.40 18.54
H23 -8.82 -8.38 21.98
C10 -0.28 -9.95 16.35
C11 0.10 -8.86 15.37
C12 1.25 -7.99 15.83
O4 0.50 -9.53 14.13
H24 -0.99 -10.65 15.91
H25 -0.68 -9.59 17.30
H26 0.60 -10.52 16.69
H27 -0.80 -8.29 15.13
H28 0.96 -7.43 16.73
H29 1.53 -7.24 15.09
H30 2.15 -8.56 16.08
H31 1.28 -9.10 13.76
C13 -2.37 -11.93 13.50
C14 -1.14 -12.52 12.81
C15 -0.80 -11.82 11.49
O5 -0.04 -12.28 13.73
H32 -2.20 -10.87 13.72
H33 -2.66 -12.43 14.42
H34 -3.17 -11.93 12.75
H35 -1.30 -13.58 12.63
H36 -0.18 -10.94 11.66
H37 -1.72 -11.47 11.03
H38 -0.20 -12.40 10.78
H39 0.05 -11.31 13.79
C16 -7.36 -12.44 12.17
C17 -6.90 -13.67 12.97
C18 -7.38 -15.00 12.41
O6 -5.43 -13.72 12.89
H40 -8.36 -12.12 12.48
H41 -7.24 -12.71 11.13
H42 -6.77 -11.56 12.43
H43 -7.10 -13.59 14.04
H44 -6.97 -15.86 12.93
H45 -7.17 -15.13 11.35
H46 -8.48 -15.03 12.45
H47 -5.19 -13.69 11.96
C19 -9.79 -7.99 14.92
C20 -9.12 -6.67 14.55
C21 -8.55 -5.96 15.79
O7 -8.04 -6.89 13.63
H48 -9.85 -8.70 14.10
H49 -10.74 -7.73 15.39
H50 -9.26 -8.49 15.75
H51 -9.85 -6.03 14.03
H52 -7.94 -5.14 15.40
H53 -7.96 -6.70 16.34
H54 -9.32 -5.53 16.43
H55 -7.31 -7.20 14.19
C22 -7.97 -12.03 17.43
C23 -9.23 -11.85 16.60
C24 -9.11 -12.14 15.14
O8 -10.13 -12.86 17.16
H56 -7.61 -13.06 17.38
H57 -7.95 -11.63 18.45
H58 -7.22 -11.36 16.96
H59 -9.65 -10.84 16.74
H60 -8.22 -11.61 14.77
H61 -9.94 -11.77 14.53
H62 -9.03 -13.19 14.89
H63 -10.43 -12.66 18.05
C25 -2.15 -2.90 25.51
C26 -2.25 -4.12 24.62
C27 -1.73 -3.97 23.21
O9 -1.43 -5.16 25.27
H64 -1.13 -2.51 25.53
H65 -2.28 -3.14 26.57
H66 -2.84 -2.09 25.24
H67 -3.24 -4.58 24.73
H68 -0.67 -3.76 23.20
H69 -2.34 -3.20 22.72
H70 -1.89 -4.85 22.58
H71 -0.68 -4.70 25.68
C28 5.15 -2.92 20.20
C29 5.11 -3.98 19.11
C30 3.73 -4.25 18.57
O10 6.07 -3.66 18.10
H72 4.94 -3.44 21.13
H73 4.38 -2.16 20.03
H74 6.11 -2.41 20.18
H75 5.43 -4.93 19.56
H76 3.13 -4.67 19.39
H77 3.69 -5.06 17.83
H78 3.21 -3.37 18.20
H79 5.98 -4.38 17.46
C31 -9.31 -4.51 19.22
C32 -8.21 -4.34 20.27
C33 -7.97 -2.94 20.74
O11 -8.54 -5.13 21.40
H80 -9.49 -5.57 19.04
H81 -8.90 -4.11 18.29
H82 -10.22 -4.02 19.56
H83 -7.26 -4.73 19.90
H84 -7.62 -2.29 19.94
H85 -7.09 -2.97 21.39
H86 -8.80 -2.47 21.27
H87 -8.74 -6.06 21.18
C34 -0.28 -7.84 23.55
C35 -1.26 -8.29 22.46
C36 -0.74 -7.98 21.06
O12 -1.59 -9.65 22.69
H88 -0.95 -7.67 24.39
H89 0.28 -6.94 23.30
H90 0.46 -8.62 23.74
H91 -2.19 -7.71 22.57
H92 0.17 -8.55 20.83
H93 -0.44 -6.93 20.99
H94 -1.52 -7.99 20.30
H95 -2.21 -9.93 22.00
C37 -5.20 -1.95 15.53
C38 -4.93 -3.33 14.92
C39 -5.22 -3.41 13.43
O13 -3.51 -3.51 15.13
H96 -6.15 -1.59 15.14
H97 -4.34 -1.32 15.29
H98 -5.31 -2.05 16.60
H99 -5.47 -4.10 15.48
H100 -4.64 -2.72 12.82
H101 -6.29 -3.37 13.24
H102 -4.90 -4.40 13.09
H103 -3.27 -4.43 14.95
C40 -0.31 -3.38 14.70
C41 0.13 -4.74 14.22
C42 -0.99 -5.64 13.70
O14 1.15 -4.54 13.19
H104 -0.94 -3.48 15.59
H105 -0.87 -2.72 14.04
H106 0.53 -2.75 15.00
H107 0.77 -5.25 14.94
H108 -1.41 -6.23 14.50
H109 -0.63 -6.18 12.83
H110 -1.78 -5.01 13.27
H111 0.73 -4.09 12.45



# 2
# C42H114N6O12

A cluster of 12 separate species, C42H114N6O12 in total (ωB97M-V with the def2-TZVPD basis set, the Open Molecules 2025 dataset).

Summary:
Charge: 0
E_HOMO, eV: -9.12
Kohn-Sham gap, Eh: 0.35504
Energy relative to the best compared isomer or geometry (same formula, charge and spin), eV: 2.212
Multiplicity: 1

Positions of all 174 atoms, in Å:
C1 3.47 -16.34 13.77
C2 4.34 -16.20 14.99
C3 4.58 -17.53 15.68
O1 3.36 -18.10 16.11
C4 3.61 -19.51 16.18
N1 5.62 -15.71 14.49
H1 4.04 -17.10 13.16
H2 3.48 -15.37 13.25
H3 2.43 -16.53 13.96
H4 3.91 -15.49 15.71
H5 5.17 -17.41 16.61
H6 5.16 -18.18 14.98
H7 2.83 -20.06 16.68
H8 4.57 -19.65 16.69
H9 3.76 -20.00 15.15
H10 6.17 -15.53 15.30
H11 5.51 -14.81 14.12
C5 11.88 -15.35 13.81
C6 12.32 -16.62 14.50
C7 13.82 -16.69 14.64
O2 14.09 -17.84 15.45
C8 15.44 -18.04 15.68
N2 11.70 -16.54 15.79
H12 10.89 -15.49 13.47
H13 12.49 -15.02 12.89
H14 11.96 -14.53 14.47
H15 12.06 -17.60 14.05
H16 14.15 -15.73 15.08
H17 14.27 -16.69 13.66
H18 15.95 -17.29 16.32
H19 16.03 -18.06 14.74
H20 15.59 -18.91 16.23
H21 12.17 -15.74 16.28
H22 11.98 -17.35 16.25
C9 7.92 -15.76 10.24
C10 7.75 -17.20 9.79
C11 9.06 -17.75 9.21
O3 8.89 -19.11 8.75
C12 10.05 -19.58 8.08
N3 7.41 -17.97 11.03
H23 7.92 -15.09 9.43
H24 8.84 -15.68 10.73
H25 7.18 -15.51 10.96
H26 6.99 -17.27 9.06
H27 9.85 -17.81 10.01
H28 9.52 -17.07 8.44
H29 10.16 -19.23 7.07
H30 9.92 -20.65 8.04
H31 10.94 -19.28 8.64
H32 7.01 -18.85 10.73
H33 6.65 -17.52 11.53
C13 7.67 -22.04 7.04
C14 7.43 -23.29 7.87
C15 8.53 -23.39 8.93
O4 8.61 -22.19 9.70
C16 9.59 -22.27 10.74
N4 6.02 -23.09 8.31
H34 7.01 -22.10 6.12
H35 8.76 -21.88 6.85
H36 7.23 -21.10 7.62
H37 7.45 -24.19 7.28
H38 9.47 -23.53 8.36
H39 8.41 -24.25 9.60
H40 9.24 -23.03 11.48
H41 9.69 -21.31 11.19
H42 10.50 -22.56 10.28
H43 5.85 -22.15 8.72
H44 5.60 -23.85 8.89
C17 8.27 -23.65 18.42
C18 6.91 -23.92 17.74
C19 6.15 -22.63 17.72
O5 5.10 -22.67 16.76
C20 3.89 -23.20 17.31
N5 7.19 -24.30 16.31
H45 8.96 -24.43 18.04
H46 8.23 -23.75 19.55
H47 8.67 -22.68 18.06
H48 6.37 -24.71 18.20
H49 6.68 -21.82 17.28
H50 5.76 -22.38 18.72
H51 4.00 -23.71 18.34
H52 3.50 -23.93 16.63
H53 3.22 -22.34 17.46
H54 6.34 -24.12 15.77
H55 7.94 -23.72 15.87
C21 11.54 -21.17 19.03
C22 11.64 -20.44 17.70
C23 11.49 -21.41 16.49
O6 12.51 -22.33 16.55
C24 12.45 -23.20 15.47
N6 10.54 -19.48 17.52
H56 11.43 -20.41 19.83
H57 12.48 -21.76 19.23
H58 10.73 -21.96 19.06
H59 12.65 -20.06 17.65
H60 11.43 -20.87 15.55
H61 10.46 -21.87 16.54
H62 11.68 -23.99 15.63
H63 13.42 -23.67 15.44
H64 12.12 -22.78 14.47
H65 10.75 -19.03 16.63
H66 10.69 -18.72 18.26
C25 12.82 -18.27 10.75
C26 13.01 -19.73 11.14
C27 12.94 -20.00 12.60
O7 12.14 -20.64 10.49
H67 11.98 -17.77 11.31
H68 12.53 -18.12 9.69
H69 13.67 -17.62 10.87
H70 14.03 -20.01 10.73
H71 12.05 -19.71 13.12
H72 13.81 -19.63 13.07
H73 13.01 -21.11 12.62
H74 11.25 -20.43 10.78
C28 10.61 -26.71 13.67
C29 9.37 -25.98 13.04
C30 8.22 -26.93 13.12
O8 9.17 -24.79 13.82
H75 10.88 -27.72 13.25
H76 10.46 -26.81 14.76
H77 11.49 -26.09 13.62
H78 9.53 -25.56 12.02
H79 7.39 -26.64 12.46
H80 7.81 -26.84 14.18
H81 8.46 -27.98 12.89
H82 8.57 -24.98 14.53
C31 6.06 -19.29 19.56
C32 7.23 -18.80 18.67
C33 8.13 -17.74 19.35
O9 7.90 -19.96 18.27
H83 5.43 -19.89 18.92
H84 5.38 -18.47 19.78
H85 6.40 -19.70 20.52
H86 6.78 -18.32 17.77
H87 8.81 -17.21 18.65
H88 8.71 -18.23 20.16
H89 7.56 -16.95 19.85
H90 8.80 -19.81 17.91
C34 6.46 -23.27 12.13
C35 5.69 -22.03 11.64
C36 4.79 -21.46 12.81
O10 6.61 -21.02 11.19
H91 5.79 -24.09 12.08
H92 6.87 -23.13 13.15
H93 7.31 -23.51 11.46
H94 4.99 -22.35 10.84
H95 3.95 -22.14 13.13
H96 4.28 -20.52 12.50
H97 5.41 -21.32 13.74
H98 7.15 -21.46 10.50
C37 9.20 -13.33 15.45
C38 9.28 -14.54 16.37
C39 9.95 -14.32 17.69
O11 7.89 -14.93 16.64
H99 10.13 -13.10 14.88
H100 8.91 -12.40 15.96
H101 8.39 -13.47 14.72
H102 9.63 -15.42 15.77
H103 10.96 -13.84 17.55
H104 10.01 -15.24 18.23
H105 9.34 -13.57 18.31
H106 7.88 -15.77 17.19
C40 8.43 -18.07 14.54
C41 9.23 -19.28 14.07
C42 8.37 -20.49 14.13
O12 9.61 -19.01 12.72
H107 8.92 -17.11 14.32
H108 8.26 -18.15 15.64
H109 7.44 -18.02 14.17
H110 10.14 -19.48 14.66
H111 7.61 -20.47 13.39
H112 7.87 -20.60 15.08
H113 8.92 -21.39 13.89
H114 8.84 -18.73 12.16



> What is the E_HOMO in the first record?

-9.45 eV



> What is the E_HOMO in the second record?

-9.12 eV



> Look up the energy relative to the best compared isomer or geometry (same formula, charge and spin) of the first one.

0.000 eV



> Which formula does entry 2 have?

C42H114N6O12